Entry 1:
{
  "formula": "C40H45Cl2N10O5PS3Zr",
  "method": "the ωB97M-V functional and the def2-TZVPD basis",
  "symbols": ["Zr", "C", "O", "C", "C", "C", "C", "C", "C", "N", "N", "C", "C", "O", "C", "C", "C", "C", "C", "C", "C", "C", "H", "H", "H", "H", "H", "H", "H", "H", "H", "H", "H", "H", "H", "C", "C", "O", "P", "S", "S", "O", "C", "C", "H", "H", "H", "H", "H", "H", "H", "H", "H", "H", "S", "C", "C", "N", "C", "H", "H", "H", "C", "C", "C", "C", "C", "N", "C", "O", "N", "C", "C", "C", "C", "N", "C", "C", "C", "H", "H", "H", "H", "H", "H", "H", "H", "H", "H", "H", "H", "H", "Cl", "C", "Cl", "H", "H", "N", "C", "N", "N", "C", "N", "H", "H", "H", "H"],
  "coordinates": [[-0.810, 0.877, -0.009], [-2.907, -2.295, 1.094], [-1.791, -1.419, 1.278], [-0.980, -1.740, 2.349], [-0.984, -2.958, 2.995], [-0.147, -3.153, 4.092], [0.649, -2.116, 4.540], [0.652, -0.889, 3.885], [-0.138, -0.688, 2.750], [-0.207, 0.493, 2.035], [0.821, 1.346, 2.395], [0.533, 2.657, 2.466], [-0.660, 3.211, 1.952], [-1.363, 2.536, 1.055], [-1.086, 4.494, 2.350], [-0.270, 5.280, 3.109], [1.027, 4.833, 3.501], [1.899, 5.672, 4.226], [3.142, 5.238, 4.606], [3.557, 3.939, 4.275], [2.724, 3.098, 3.580], [1.447, 3.525, 3.174], [-3.439, -2.413, 2.039], [-2.579, -3.272, 0.734], [-3.570, -1.837, 0.369], [-1.634, -3.756, 2.668], [-0.153, -4.105, 4.606], [1.260, -2.246, 5.425], [1.242, -0.067, 4.263], [-2.053, 4.838, 2.004], [-0.585, 6.272, 3.410], [1.566, 6.672, 4.477], [3.803, 5.893, 5.158], [4.542, 3.600, 4.573], [3.044, 2.097, 3.324], [0.537, 6.263, -3.945], [0.979, 4.909, -3.450], [-0.190, 4.075, -3.209], [-0.547, 3.638, -1.729], [-2.166, 2.483, -1.846], [0.960, 2.662, -0.828], [-0.759, 4.976, -0.907], [-1.965, 5.768, -1.066], [-1.713, 7.115, -0.439], [1.409, 6.873, -4.183], [-0.042, 6.782, -3.181], [-0.071, 6.165, -4.844], [1.565, 4.990, -2.532], [1.574, 4.375, -4.188], [-2.774, 5.229, -0.572], [-2.201, 5.852, -2.129], [-1.438, 6.999, 0.609], [-2.614, 7.725, -0.503], [-0.905, 7.638, -0.952], [0.356, 0.078, -5.218], [1.790, -0.017, -4.289], [1.492, 0.118, -2.973], [0.158, 0.276, -2.687], [-0.544, 0.282, -3.784], [2.759, -0.145, -4.742], [2.208, 0.125, -2.168], [-1.614, 0.425, -3.801], [3.652, -6.602, 0.427], [2.513, -6.472, -0.545], [1.548, -7.472, -0.643], [0.484, -7.355, -1.518], [0.375, -6.238, -2.343], [-0.723, -6.129, -3.233], [-1.625, -5.103, -3.333], [-2.559, -5.133, -4.107], [-1.379, -4.047, -2.473], [-2.110, -2.871, -2.367], [-3.326, -2.606, -2.996], [-3.920, -1.380, -2.753], [-3.310, -0.456, -1.930], [-2.135, -0.697, -1.334], [-1.569, -1.882, -1.551], [1.355, -5.255, -2.282], [2.398, -5.367, -1.374], [4.236, -7.502, 0.233], [3.289, -6.688, 1.456], [4.336, -5.752, 0.355], [1.620, -8.350, -0.011], [-0.277, -8.124, -1.561], [-0.997, -6.943, -3.762], [-0.580, -4.126, -1.863], [-3.778, -3.341, -3.642], [-4.871, -1.135, -3.205], [-3.763, 0.504, -1.745], [-0.623, -2.069, -1.060], [1.316, -4.409, -2.960], [3.143, -4.580, -1.329], [-6.337, 0.033, -0.148], [-5.354, 1.396, 0.402], [-3.920, 0.856, 1.307], [-5.955, 2.009, 1.061], [-5.014, 1.964, -0.458], [4.115, -2.999, 2.054], [3.285, -2.039, 1.629], [3.340, -0.832, 2.185], [2.486, -2.376, 0.603], [1.660, -1.462, 0.211], [0.929, -0.617, -0.101], [4.732, -2.874, 2.835], [4.062, -3.898, 1.606], [3.863, -0.706, 3.035], [2.595, -0.152, 2.037]],
  "mulliken_spin": [0.0252, -0.0001, 0.0035, 0.0307, -0.0262, 0.0442, -0.0240, 0.0602, -0.0299, 0.0759, 0.4305, 0.0519, 0.1566, 0.1289, -0.0738, 0.1728, -0.0325, 0.0338, -0.0293, 0.0372, -0.0149, -0.0507, -0.0001, 0.0001, 0.0003, -0.0013, 0.0027, -0.0007, -0.0061, 0.0020, 0.0119, 0.0014, -0.0011, 0.0015, -0.0020, -0.0002, 0.0005, -0.0006, 0.0018, 0.0005, 0.0179, 0.0005, 0.0013, -0.0017, 0.0000, 0.0000, 0.0000, -0.0004, -0.0002, 0.0008, -0.0004, 0.0007, 0.0003, -0.0004, 0.0001, -0.0005, 0.0000, -0.0001, 0.0001, -0.0001, 0.0009, -0.0001, 0.0000, 0.0007, -0.0005, 0.0005, -0.0008, 0.0000, -0.0001, 0.0000, 0.0000, -0.0023, 0.0026, -0.0039, 0.0036, -0.0038, -0.0008, 0.0009, -0.0008, 0.0000, 0.0000, 0.0000, -0.0001, 0.0000, 0.0000, -0.0001, 0.0003, -0.0002, 0.0006, 0.0022, 0.0001, -0.0001, 0.0000, -0.0002, 0.0001, 0.0000, 0.0000, 0.0002, 0.0011, -0.0027, 0.0016, 0.0033, -0.0054, -0.0001, 0.0001, -0.0008, 0.0051],
  "charge": 1,
  "lumo_ev": [-2.4, -2.7],
  "e_homo_ev": [-8.39, -9.25],
  "de_lowest_kcal_mol": 15.7,
  "multiplicity": 2,
  "s_squared": 0.79,
  "energy_ha": -4978.47811,
  "homo_lumo_gap_ev": [5.988, 6.598]
}



Entry 2:
{
  "formula": "C40H45Cl5LaN3O4Te",
  "method": "the ωB97M-V functional and the def2-TZVPD basis",
  "symbols": ["La", "Cl", "C", "C", "Cl", "C", "Cl", "C", "O", "C", "Cl", "C", "Cl", "C", "C", "C", "O", "H", "H", "H", "H", "H", "H", "C", "N", "C", "C", "C", "N", "C", "C", "O", "H", "H", "H", "H", "H", "H", "H", "H", "H", "H", "H", "H", "C", "C", "C", "C", "C", "C", "Te", "N", "C", "O", "C", "C", "C", "C", "C", "C", "C", "C", "C", "C", "C", "C", "C", "C", "C", "C", "C", "C", "H", "H", "H", "H", "H", "H", "H", "H", "H", "H", "H", "H", "H", "H", "H", "H", "H", "H", "H", "H", "H", "H", "H", "H", "H", "H", "H"],
  "coordinates": [[1.120, -1.076, 0.551], [2.514, -7.437, 4.098], [2.307, -6.180, 2.944], [1.649, -5.008, 3.293], [1.005, -4.809, 4.873], [1.513, -3.992, 2.357], [0.623, -2.549, 2.762], [2.045, -4.065, 1.053], [1.965, -3.077, 0.215], [2.662, -5.292, 0.722], [3.248, -5.455, -0.884], [2.798, -6.322, 1.641], [3.577, -7.779, 1.187], [2.754, -0.809, -3.186], [1.611, -1.714, -2.827], [1.426, -2.949, -3.648], [0.859, -1.441, -1.903], [3.371, -1.220, -3.980], [3.359, -0.632, -2.294], [2.356, 0.159, -3.498], [1.356, -2.689, -4.705], [0.535, -3.485, -3.329], [2.301, -3.589, -3.517], [3.720, -0.857, 3.021], [3.003, -0.033, 3.974], [3.705, 0.217, 5.225], [2.709, 0.604, 6.298], [1.946, 1.821, 5.820], [1.418, 1.591, 4.482], [0.385, 2.515, 4.050], [1.883, 0.648, 3.627], [1.284, 0.432, 2.546], [4.759, -0.528, 2.975], [3.696, -1.910, 3.314], [3.308, -0.747, 2.022], [4.455, 1.004, 5.086], [4.225, -0.699, 5.510], [3.216, 0.815, 7.237], [2.019, -0.228, 6.453], [2.591, 2.706, 5.818], [1.104, 2.031, 6.483], [-0.579, 2.270, 4.504], [0.295, 2.476, 2.970], [0.667, 3.525, 4.348], [-6.911, 2.001, 1.231], [-5.535, 1.947, 0.633], [-5.302, 2.234, -0.705], [-4.029, 2.177, -1.252], [-3.854, 2.527, -2.709], [-2.947, 1.781, -0.436], [-1.088, 1.702, -1.505], [0.241, 0.911, -0.290], [1.519, 1.374, -0.439], [2.504, 0.614, -0.086], [1.788, 2.714, -0.955], [2.895, 2.944, -1.791], [3.149, 4.212, -2.277], [2.325, 5.283, -1.924], [1.257, 5.078, -1.059], [0.984, 3.809, -0.572], [-1.525, -0.036, -2.684], [-1.978, -1.242, -2.145], [-2.167, -1.464, -0.669], [-2.240, -2.306, -3.002], [-2.035, -2.213, -4.368], [-2.329, -3.364, -5.287], [-1.542, -1.014, -4.877], [-1.278, 0.079, -4.063], [-0.764, 1.347, -4.704], [-3.156, 1.511, 0.920], [-2.075, 1.111, 1.886], [-4.449, 1.602, 1.422], [-7.630, 2.469, 0.563], [-6.897, 2.555, 2.169], [-7.254, 0.988, 1.451], [-6.131, 2.518, -1.343], [-4.772, 2.945, -3.117], [-3.602, 1.635, -3.289], [-3.064, 3.268, -2.845], [3.545, 2.115, -2.043], [4.002, 4.377, -2.922], [2.531, 6.275, -2.303], [0.651, 5.917, -0.740], [0.192, 3.665, 0.158], [-2.137, -0.522, -0.131], [-1.379, -2.134, -0.290], [-3.122, -1.952, -0.482], [-2.603, -3.234, -2.574], [-2.540, -4.275, -4.730], [-1.489, -3.549, -5.957], [-3.198, -3.134, -5.906], [-1.364, -0.926, -5.943], [-1.574, 2.069, -4.832], [-0.359, 1.129, -5.691], [0.021, 1.821, -4.114], [-1.077, 1.189, 1.464], [-2.235, 0.082, 2.224], [-2.128, 1.749, 2.768], [-4.607, 1.396, 2.476]],
  "mulliken_spin": [0.0081, 0.0000, -0.0003, 0.0011, 0.0001, -0.0005, 0.0006, 0.0005, 0.0015, -0.0002, 0.0000, 0.0003, 0.0000, 0.0193, -0.0113, -0.0003, -0.0119, 0.0010, -0.0030, -0.0009, 0.0002, -0.0003, -0.0001, 0.0054, 0.0020, 0.0001, 0.0002, -0.0001, -0.0001, 0.0000, 0.0035, 0.0113, -0.0009, -0.0001, -0.0028, 0.0000, -0.0001, 0.0000, 0.0000, 0.0000, -0.0001, 0.0002, -0.0006, -0.0002, -0.0001, 0.0010, 0.0011, -0.0074, 0.0096, -0.0027, 0.0980, 0.0645, 0.3278, 0.1078, -0.0510, 0.1618, -0.0890, 0.1728, -0.0866, 0.1769, 0.0141, -0.0121, 0.0108, -0.0043, 0.0054, -0.0014, -0.0051, -0.0023, 0.0074, -0.0098, 0.0389, -0.0006, 0.0001, 0.0000, 0.0000, 0.0002, -0.0005, -0.0026, -0.0038, 0.0340, -0.0031, 0.0168, -0.0042, 0.0459, -0.0087, 0.0009, 0.0009, 0.0003, -0.0003, 0.0006, 0.0005, 0.0010, -0.0025, 0.0008, 0.0006, -0.0229, -0.0013, 0.0001, 0.0000],
  "charge": 1,
  "lumo_ev": [-2.0, -2.0],
  "e_homo_ev": [-6.36, -10.49],
  "de_lowest_kcal_mol": 37.5,
  "multiplicity": 2,
  "s_squared": 0.77,
  "energy_ha": -4616.90618,
  "homo_lumo_gap_ev": [4.352, 8.484]
}



Look up the multiplicity of the second one.
2



multiplicity of number 2 (C40H45Cl5LaN3O4Te)?
2



Which formula does entry 1 have?
C40H45Cl2N10O5PS3Zr